(1)
DFT (ωB97M-V/def2-TZVPD) results for a 6-piece molecular cluster, C14H40O6 overall at a distorted geometry.

Properties
**Max |F|**: 0.0285 Eh/bohr
**Gap between HOMO and LUMO**: 9.9 eV
**HOMO energy**: -9.42 eV
**Charge**: 0
**LUMO level**: 0.5 eV

Last column: natural (NBO) charge in e.
Atoms and positions in Å:
O -13.99 -5.69 -18.90  -1.0201
O -11.77 -7.46 -18.88  -0.7689
O -15.76 -6.83 -20.92  -0.7524
O -16.09 -5.51 -16.83  -0.7475
O -9.79 -5.45 -19.67  -0.7417
O -13.35 -2.89 -18.82  -0.7640
C -13.96 -8.26 -21.78  -0.6218
C -11.59 -8.34 -17.76  0.0943
C -17.49 -7.46 -17.21  -0.6282
C -15.13 -7.71 -16.40  -0.6427
C -11.26 -7.54 -16.51  -0.6374
C -15.34 -8.17 -21.10  0.0939
C -16.36 -6.83 -16.36  0.1000
C -11.38 -4.67 -21.33  -0.6390
C -16.39 -8.89 -21.89  -0.6211
C -9.91 -4.94 -20.99  0.0980
C -13.23 -3.26 -16.45  -0.6357
C -13.84 -2.43 -17.55  -0.0633
C -9.25 -5.90 -21.95  -0.6288
C -10.47 -9.32 -18.07  -0.6303
H -9.53 -8.77 -18.10  0.2046
H -17.12 -7.62 -18.23  0.2059
H -10.41 -10.05 -17.25  0.2105
H -17.77 -8.42 -16.79  0.1978
H -13.54 -9.24 -21.55  0.2069
H -12.00 -5.55 -21.15  0.2127
H -11.15 -8.21 -15.66  0.2134
H -13.16 -6.18 -18.95  0.5092
H -12.55 -8.82 -17.58  0.1832
H -13.73 -4.76 -18.91  0.5009
H -11.47 -4.42 -22.39  0.2165
H -13.50 -4.31 -16.59  0.2263
H -16.44 -8.60 -22.94  0.2034
H -10.15 -4.78 -19.07  0.4772
H -14.10 -8.06 -22.84  0.2014
H -14.35 -7.45 -15.68  0.2087
H -10.27 -7.07 -16.56  0.2019
H -9.07 -5.45 -22.92  0.2178
H -16.24 -9.97 -21.92  0.2056
H -10.93 -7.00 -19.04  0.4968
H -9.87 -6.79 -22.06  0.2097
H -14.93 -2.44 -17.57  0.1797
H -13.54 -1.38 -17.40  0.1606
H -18.32 -6.77 -17.30  0.2167
H -13.29 -7.47 -21.44  0.2092
H -15.16 -6.40 -20.29  0.4959
H -14.67 -7.67 -17.39  0.2117
H -11.82 -3.90 -20.69  0.2122
H -15.28 -8.63 -20.10  0.1450
H -17.40 -8.74 -21.49  0.2194
H -8.31 -6.29 -21.54  0.2230
H -13.69 -2.36 -19.55  0.4849
H -9.44 -3.96 -21.11  0.1539
H -12.00 -6.77 -16.30  0.2194
H -13.62 -2.90 -15.50  0.2237
H -16.83 -6.71 -15.38  0.1669
H -15.43 -8.75 -16.20  0.2091
H -10.63 -9.90 -18.98  0.2208
H -15.50 -5.58 -17.59  0.4882
H -12.15 -3.14 -16.37  0.2059

---

(2)
DFT (ωB97M-V/def2-TZVPD) results for a 2-piece molecular cluster, C4H8NO overall at a distorted geometry.

Properties
**Max |F|**: 0.0839 Eh/bohr
**Gap between HOMO and LUMO**: 10.3 eV
**HOMO energy**: -14.66 eV
**Charge**: +1
**LUMO level**: -4.4 eV

Last column: natural (NBO) charge in e.
Atoms and positions in Å:
O 1.56 0.39 -1.67  -0.6357
N -0.15 0.28 -0.16  -0.6992
C 1.54 -1.54 -0.15  -0.7071
C -2.10 1.71 1.54  -0.2514
C 0.98 -0.18 -0.57  0.7417
C -2.89 0.91 1.15  -0.2375
H -1.36 2.44 1.63  0.2404
H -0.63 0.97 -0.87  0.4689
H 2.64 -1.53 -0.19  0.2634
H 2.36 0.06 -2.08  0.5436
H 1.05 -2.30 -0.77  0.2861
H -0.55 0.07 0.73  0.4683
H 1.21 -1.77 0.86  0.2589
H -3.66 0.48 0.55  0.2596

---

(3)
DFT (ωB97M-V/def2-TZVPD) results for a 8-piece molecular cluster, C48H117O29P5 overall at a distorted geometry.

Properties
**Max |F|**: 0.0437 Eh/bohr
**Gap between HOMO and LUMO**: 9.6 eV
**HOMO energy**: -9.10 eV
**Charge**: 0
**LUMO level**: 0.5 eV

Last column: Mulliken charge in e.
Atoms and positions in Å:
P -4.21 -3.08 -1.22  -0.2741
P -4.71 0.46 2.82  -0.4583
P -5.30 2.73 -6.62  0.6000
P 7.41 -1.99 -5.26  0.9435
P 1.74 -0.03 -0.55  0.5037
O -5.66 1.04 3.99  -0.0523
O 4.96 -0.88 7.43  -0.1504
O -4.89 -1.64 -1.28  0.7172
O 2.73 0.92 -1.09  -0.9113
O 7.70 -2.15 -3.70  -0.3062
O -5.14 9.13 1.97  -0.3236
O -4.52 1.50 -5.95  0.0139
O -3.82 -3.34 -2.73  0.0117
O 5.77 -4.50 1.06  -0.1071
O 2.39 -1.13 0.40  -0.2005
O 7.29 -0.42 -5.47  -0.3276
O -4.15 3.59 -7.27  -0.3425
O -4.41 1.81 2.03  0.5113
O 0.91 -0.83 -1.65  0.2193
O 5.19 -0.07 4.65  -0.4438
O -2.91 5.06 0.72  -0.0603
O -2.43 6.97 3.16  -0.3969
O 0.67 0.58 0.43  -0.1798
O -6.38 2.29 -7.52  -0.7070
O 7.07 0.09 9.47  -0.4105
O -5.09 -4.12 -0.66  -0.8462
O -5.64 -0.45 1.93  0.3587
O 6.27 -2.79 -5.72  -0.7641
O -5.70 3.63 -5.39  -0.3325
O 8.85 -2.40 -5.82  -0.3350
O -2.82 -2.72 -0.50  0.4686
O -3.52 -0.27 3.29  -0.8524
O 3.74 -3.60 5.91  -0.1922
O 4.54 -6.26 3.59  -0.4489
C -7.89 -0.96 2.53  -1.2266
C -2.82 -3.06 0.90  0.0552
C -0.52 1.33 0.11  -0.2569
C 5.65 0.14 9.53  -0.6217
C -2.75 4.35 -0.46  -0.5506
C -0.53 -0.92 -3.53  -0.6583
C -1.93 5.66 2.86  -0.8636
C 4.29 0.20 6.84  -0.5101
C -7.05 0.79 5.92  -1.2057
C 3.60 -1.82 -0.01  0.1590
C -3.22 -4.60 -3.07  -0.2730
C 3.23 -2.86 -1.07  -1.1778
C -6.46 -1.49 2.54  -0.3732
C 3.87 -4.90 5.42  -0.6486
C -4.04 -0.64 -5.04  -0.8440
C -6.57 -0.06 -1.62  0.0333
C -4.14 3.97 -8.64  -0.3225
C 8.92 -3.21 -7.00  -0.2954
C 5.96 -5.77 1.60  -0.6693
C 8.69 1.16 -6.66  -1.1868
C -6.83 3.25 -4.57  -0.6527
C 5.19 -0.74 3.43  -0.3380
C -1.68 0.37 0.10  0.5234
C -5.69 0.50 5.31  -0.2052
C 3.97 -0.14 5.40  -0.3333
C 6.69 -1.73 -2.72  -0.1410
C -3.74 2.79 -9.52  -0.9934
C 4.72 -6.39 2.21  -0.5865
C 4.90 -0.98 8.84  -0.5429
C -5.13 0.29 -5.51  -0.0379
C 8.42 0.45 -5.33  -0.1383
C -4.06 8.72 2.74  -0.6889
C 8.63 -2.39 -8.24  -0.9902
C -3.53 7.36 2.31  0.2883
C 4.52 -4.92 4.06  0.1923
C -5.09 10.50 1.58  -0.7258
C -6.03 3.67 2.06  -1.4136
C -1.70 5.22 1.43  0.0194
C -5.52 2.41 1.33  0.4355
C -2.60 -4.56 -4.45  -1.1550
C -6.30 -1.55 -1.65  -0.7716
C 7.48 -1.03 -1.63  -1.1372
C -6.36 3.02 -3.16  -0.8786
C 0.83 -0.41 -3.02  -0.4728
C 6.91 -3.68 0.98  -0.4705
C 3.18 -3.53 7.23  -0.6835
C -1.39 -3.18 1.42  -1.0914
C 7.64 0.32 8.19  -0.5213
H -5.16 4.29 -8.88  0.2986
H -4.90 0.97 5.90  0.3390
H -3.40 -3.95 1.13  0.6306
H -5.21 11.07 2.51  0.2980
H 2.65 -2.58 7.22  0.1222
H -3.69 4.34 -1.00  0.1847
H -3.61 4.91 -8.82  0.3968
H -2.05 4.80 -1.19  0.3671
H -4.51 2.03 -9.38  0.2602
H -4.30 6.59 2.40  -0.0307
H 5.57 -4.60 4.11  0.1671
H -0.90 -4.07 1.04  0.3632
H -2.79 2.41 -9.14  0.2601
H -6.35 1.72 1.20  -0.0248
H -2.61 4.96 3.35  0.3207
H -7.20 0.39 6.92  0.4152
H 8.24 -4.06 -6.88  0.3321
H 8.81 2.24 -6.54  0.3349
H -3.68 3.01 -10.58  0.3871
H -1.00 5.61 3.44  0.3751
H -3.30 -2.25 1.46  -0.2617
H -3.18 -0.64 -5.71  0.4484
H -1.56 -0.38 -0.68  -0.1122
H -3.09 7.41 1.32  0.1939
H 5.34 -1.95 9.05  0.2981
H -0.45 1.92 -0.80  0.4253
H -0.57 1.97 1.00  -0.1972
H 4.97 -1.81 3.62  -0.0947
H 9.61 0.84 -7.16  0.2730
H 5.53 0.13 10.62  0.3714
H -1.04 5.92 0.91  0.3861
H -0.50 -1.99 -3.70  0.1653
H 7.67 -4.02 0.27  0.3755
H 3.85 -6.03 1.63  0.2643
H -3.19 9.38 2.55  0.3251
H 7.88 0.94 -7.36  0.2971
H -5.47 2.40 -3.12  0.1439
H 4.72 -7.47 2.03  0.4237
H 6.15 -2.64 -2.45  0.2067
H -7.87 0.42 5.30  0.2609
H 2.88 -5.36 5.29  0.3350
H 6.28 -6.51 0.85  0.4245
H -5.64 -0.14 -6.38  0.3366
H -3.98 -5.38 -2.99  0.2881
H 6.03 -1.07 -3.29  0.4057
H 4.11 -3.47 -1.28  0.4099
H 5.31 1.12 9.17  0.3514
H -6.32 -2.00 -2.65  0.4488
H 8.28 1.08 -4.46  0.3987
H -4.17 8.79 3.83  0.3175
H -5.83 0.48 -4.69  0.0878
H 4.31 -1.04 -0.29  0.3179
H -7.52 0.21 -2.08  0.5719
H -1.19 4.25 1.52  0.0786
H 8.05 -0.22 -2.09  0.3359
H -2.61 0.93 -0.10  -0.0305
H 7.26 -3.46 1.99  0.4131
H -6.07 -1.83 3.50  0.4414
H 2.85 -2.33 -1.94  0.1944
H 2.49 -3.55 -0.67  0.3078
H -6.91 -2.13 -0.97  0.3954
H -3.63 -0.26 -4.10  -0.0088
H -7.08 3.67 1.74  0.4275
H -0.84 -2.31 1.08  -0.0937
H 6.83 -0.53 -0.91  0.2994
H -7.29 1.85 5.96  0.2977
H 9.30 -1.52 -8.27  0.1871
H 4.00 -2.30 0.88  -0.2781
H 6.20 -0.84 3.04  0.3926
H -2.37 3.32 -0.41  0.0308
H -7.31 2.35 -4.96  0.3638
H -7.19 2.82 -2.48  0.3917
H -7.53 4.07 -4.70  0.4324
H -5.76 0.48 -2.11  -0.2967
H 4.41 -0.37 2.75  0.3217
H 6.82 -5.89 2.29  0.4410
H 4.08 -4.22 3.34  -0.0699
H -2.44 -4.84 -2.34  0.2652
H -1.38 -0.64 -2.91  -0.0598
H 3.61 -1.17 5.26  0.1259
H 7.59 -2.11 -8.39  0.2858
H -3.38 -4.24 -5.15  0.3024
H 4.09 -3.54 7.84  0.1986
H 3.85 -0.91 9.18  0.3881
H -8.02 -0.05 3.11  0.1864
H -1.41 -3.16 2.51  0.4359
H -0.72 -0.44 -4.49  0.4408
H 3.34 0.65 4.99  0.3650
H 8.18 -1.77 -1.26  0.2510
H 8.95 -2.88 -9.17  0.4174
H -5.90 10.69 0.89  0.2255
H 8.72 0.30 8.35  0.2931
H -6.60 0.29 -0.58  -0.3754
H -5.27 2.73 0.32  0.2087
H -6.41 -2.35 1.86  0.3275
H -5.54 -0.58 5.26  0.2457
H -4.11 10.73 1.14  0.3422
H -1.81 -0.19 1.02  0.0031
H -8.54 -1.70 3.01  0.4223
H 7.41 1.31 7.77  0.2431
H -6.06 3.46 3.12  0.3358
H 4.41 -5.61 6.06  0.2868
H -6.06 3.97 -2.70  0.4364
H -2.08 -5.48 -4.70  0.4033
H -4.47 -1.63 -4.89  0.2953
H 6.59 -2.73 0.55  -0.2040
H 1.57 -0.90 -3.65  0.2876
H -5.53 4.58 1.75  0.1668
H -1.87 -3.76 -4.58  0.1890
H 9.33 -0.10 -5.05  0.3439
H 2.51 -4.36 7.45  0.4294
H 9.92 -3.63 -7.10  0.3159
H 3.32 0.40 7.32  0.4118
H -8.24 -0.73 1.52  0.2751
H 4.86 1.14 6.83  0.2653
H 0.92 0.67 -3.08  0.3964
H 7.35 -0.45 7.48  0.1911

---

(4)
DFT (ωB97M-V/def2-TZVPD) results for CH24CuO15 as an isolated structure at a distorted geometry.

Properties
**Max |F|**: 0.1560 Eh/bohr
**Gap between HOMO and LUMO**: 6.2 eV
**HOMO energy**: -4.35 eV
**Charge**: -1
**LUMO level**: 1.9 eV

Last column: natural (NBO) charge in e.
Atoms and positions in Å:
Cu 0.74 1.23 -1.14  0.9335
O 1.47 -2.31 1.61  -0.9770
O 2.29 0.75 1.96  -0.9746
O -2.07 -2.59 1.03  -0.9514
O 0.74 -1.60 -2.42  -0.9655
O -2.99 0.32 1.15  -0.9795
O -1.33 -0.68 3.63  -0.9878
O 2.82 1.20 -1.91  -0.9182
O 1.15 -0.15 -0.26  -1.0001
O -0.25 2.44 2.15  -0.9495
O 3.22 -1.46 -0.57  -0.9978
O -0.49 -0.54 1.32  -0.8314
O 0.44 1.43 -3.13  -0.9626
O -0.99 0.50 -0.68  -0.8504
O -1.54 3.17 -1.11  -0.9421
O -2.74 -0.92 -1.78  -0.9885
C -0.22 -0.21 0.09  1.0011
H -2.16 -0.35 -1.23  0.4847
H 3.63 -1.26 0.25  0.4554
H -3.26 -1.44 -1.20  0.4578
H 0.34 1.73 2.37  0.4855
H -2.02 0.29 1.09  0.4907
H -1.71 2.25 -0.96  0.4946
H -2.29 -0.89 3.67  0.4486
H -1.11 2.02 2.27  0.4639
H -2.00 3.32 -1.96  0.4490
H 1.59 -1.98 -2.62  0.4609
H 1.72 0.48 1.21  0.4860
H -2.94 -2.31 1.09  0.4505
H -0.31 1.79 -3.59  0.4950
H 2.85 0.01 1.94  0.4586
H 1.05 1.01 -3.77  0.4847
H 2.84 1.06 -2.86  0.4586
H 3.32 2.04 -1.85  0.4767
H 1.90 -2.48 0.79  0.4670
H 0.91 -1.56 1.49  0.4804
H 0.83 -1.21 -1.54  0.4744
H -1.03 -0.61 2.67  0.4933
H -3.20 0.35 2.10  0.4563
H -1.55 -1.85 1.24  0.4771
H 2.35 -0.99 -0.53  0.4917

---

(5)
DFT (ωB97M-V/def2-TZVPD) results for a 3-piece molecular cluster, C4H8INO2 overall at a distorted geometry.

Properties
**Max |F|**: 0.1052 Eh/bohr
**Gap between HOMO and LUMO**: 10.1 eV
**HOMO energy**: -9.58 eV
**Charge**: 0
**LUMO level**: 0.6 eV

Last column: natural (NBO) charge in e.
Atoms and positions in Å:
I 4.45 0.38 0.03  -0.1235
O -3.06 1.98 0.72  -0.5153
O 1.11 0.75 -0.38  -0.5679
N -1.42 3.17 -0.40  -0.7700
C -0.87 -0.45 -0.95  -0.7340
C 0.53 -0.80 1.24  -0.6984
C 0.27 -0.07 -0.06  0.6027
C -2.24 2.63 0.26  0.8460
H -1.31 0.24 -1.65  0.2450
H 0.00 -0.23 1.99  0.2371
H -0.65 3.84 -0.19  0.4400
H 0.18 -1.90 1.20  0.2144
H -0.58 -1.29 -1.69  0.2489
H 1.52 -0.87 1.29  0.2297
H -1.69 -0.77 -0.41  0.2240
H 3.23 1.30 0.28  0.1214

---

(6)
DFT (ωB97M-V/def2-TZVPD) results for a 3-piece molecular cluster, C24H48O8S overall at a distorted geometry.

Properties
**Max |F|**: 0.0224 Eh/bohr
**Gap between HOMO and LUMO**: 8.9 eV
**HOMO energy**: -8.52 eV
**Charge**: 0
**LUMO level**: 0.4 eV

Last column: Mulliken charge in e.
Atoms and positions in Å:
S 0.83 -2.15 4.69  -0.1394
O 1.15 1.58 -6.31  -0.3169
O -1.32 -0.41 -5.54  -0.3073
O 0.59 0.73 -3.44  -0.2522
O 0.31 4.27 -0.05  -0.2983
O -3.63 -5.14 2.25  -0.5352
O 1.69 1.79 1.09  -0.2911
O -1.46 -4.78 2.59  -0.3831
O 3.35 3.63 -0.70  -0.3030
C -3.79 -0.70 2.47  -0.4181
C -1.69 0.27 -4.35  -0.7097
C 2.09 1.01 -5.41  -0.4928
C -2.71 -4.36 2.20  0.0093
C 1.55 3.07 1.69  -0.2991
C -3.41 -0.23 3.89  -1.0928
C 1.91 1.69 -0.31  0.1592
C 1.17 -5.82 4.26  -0.1389
C -1.42 -1.81 -5.49  -0.8019
C -0.88 -4.19 3.76  2.2834
C 1.25 2.98 -6.49  -0.7507
C 1.46 0.11 -4.37  -0.4068
C 4.55 4.07 -0.10  -0.8348
C -0.65 1.26 -3.87  0.0205
C -1.80 -4.26 4.98  -1.2646
C 3.22 2.23 -0.84  -0.6625
C 1.66 -0.92 3.67  -0.0254
C -0.88 4.00 -0.76  -0.7055
C 2.60 -1.52 2.61  -0.9636
C -2.90 -2.99 1.61  -0.2316
C -4.03 -2.23 2.35  -0.8049
C 0.28 -5.05 4.05  -1.6640
C -0.43 -2.73 3.51  -0.9424
C 0.33 3.87 1.31  -0.6017
H 2.39 -1.07 1.65  0.0760
H -0.58 3.30 1.56  0.3305
H 5.34 4.20 -0.85  0.2869
H 1.91 0.62 -0.51  0.3304
H 0.92 -0.29 3.18  -0.0650
H 4.90 3.37 0.67  0.3745
H 0.33 4.78 1.92  0.4013
H -2.99 -0.44 1.78  0.2779
H -4.97 -2.40 1.84  0.4012
H -2.43 -2.14 -5.78  0.2923
H -1.28 -2.07 3.59  -0.2026
H 3.64 -1.33 2.85  0.3314
H -0.71 -2.22 -6.21  0.2397
H -0.50 2.06 -4.61  0.1059
H -1.56 4.85 -0.70  0.3575
H -1.82 -5.27 5.39  0.4118
H -1.07 1.74 -2.98  0.1545
H 2.28 -0.28 -3.77  0.4436
H 4.36 5.03 0.37  0.2610
H -1.18 -2.21 -4.50  0.3745
H -1.90 -0.45 -3.54  0.3682
H -4.68 -0.17 2.17  0.4091
H 2.79 0.40 -6.00  0.3827
H 2.23 -0.27 4.33  0.4890
H 0.99 -0.76 -4.84  0.0938
H 1.46 2.86 2.76  0.4367
H 2.45 -2.59 2.50  0.4011
H 0.25 3.35 -6.71  0.2437
H -0.61 3.83 -1.80  0.1433
H 0.02 -2.67 2.52  0.6480
H 3.26 1.99 -1.91  0.3067
H 1.90 3.21 -7.33  0.2829
H -1.99 -2.41 1.59  0.3111
H 1.61 3.48 -5.59  0.3321
H -3.71 -0.96 4.64  0.3179
H -1.39 -3.60 5.74  0.3903
H -3.87 0.73 4.12  0.3346
H -3.23 -3.12 0.58  0.4347
H 2.46 3.66 1.57  0.0674
H 1.06 2.09 -0.87  -0.1543
H 2.67 1.79 -4.91  0.3093
H -1.38 3.10 -0.38  0.3304
H -2.61 0.83 -4.55  0.3712
H -2.81 -3.91 4.76  0.2578
H -4.17 -2.64 3.35  0.4165
H -2.34 -0.10 4.01  0.1923
H 4.05 1.71 -0.35  0.3679
H 1.84 -6.53 4.69  0.4981

---

Number 4 is which compound?
CH24CuO15

---

Among the records above, which one has the highest LUMO level?
CH24CuO15

---

Which of these has the highest gap between HOMO and LUMO?
C4H8NO

---

Among the records above, which one has the lowest HOMO energy?
C4H8NO